{"formula": "C27H58CeO3P2SSi", "method": "the ωB97M-V functional and the def2-TZVPD basis", "gap_ev": 5.65, "total_charge": 2, "e_tot_ev": -85280.4481, "e_lumo_ev": -7.83, "symbols": ["P", "P", "C", "C", "H", "H", "H", "H", "C", "H", "H", "H", "C", "H", "H", "H", "C", "H", "H", "H", "C", "H", "H", "H", "Ce", "C", "C", "C", "C", "C", "C", "C", "C", "C", "H", "H", "H", "H", "H", "H", "H", "H", "H", "H", "H", "H", "H", "H", "H", "C", "C", "C", "C", "O", "Si", "S", "O", "C", "C", "C", "C", "O", "C", "C", "C", "C", "H", "H", "H", "H", "H", "H", "H", "H", "H", "H", "H", "H", "H", "H", "H", "H", "H", "H", "H", "H", "H", "H", "H", "H", "H", "H", "H"], "xyz": [[0.2076, -1.5298, -1.6611], [-0.0801, 1.5522, -1.5594], [-0.1607, -0.6507, -3.2602], [0.3772, 0.7879, -3.1943], [-1.2525, -0.6397, -3.3642], [0.2473, -1.1952, -4.1200], [1.4731, 0.7821, -3.2392], [0.0159, 1.3930, -4.0343], [-1.7270, 2.3011, -1.8927], [-1.9978, 2.9389, -1.0463], [-2.4755, 1.5075, -1.9679], [-1.7284, 2.8957, -2.8130], [1.0007, 3.0334, -1.4728], [0.9590, 3.6278, -2.3920], [2.0299, 2.7138, -1.2883], [0.6801, 3.6496, -0.6278], [-0.8674, -3.0154, -1.7436], [-0.6348, -3.7362, -0.9522], [-0.7451, -3.4905, -2.7207], [-1.9096, -2.6972, -1.6491], [1.8753, -2.2496, -1.9524], [2.6235, -1.4530, -1.9165], [1.9358, -2.7671, -2.9164], [2.0967, -2.9545, -1.1459], [0.0126, -0.0481, 0.0456], [0.5884, 1.7165, -7.2332], [-0.7264, 1.7581, -6.9869], [-1.8499, 0.9370, -7.5633], [-1.4729, -0.3839, -8.2699], [-0.7510, -1.3536, -7.3654], [0.5531, -1.4138, -7.0707], [1.6974, -0.5568, -7.5450], [1.3469, 0.8103, -8.1729], [0.0522, -1.5384, 1.5495], [1.2103, 2.4068, -6.6630], [-1.0581, 2.4959, -6.2551], [-2.4269, 1.5613, -8.2636], [-2.5440, 0.7048, -6.7433], [-2.4042, -0.8530, -8.6085], [-0.8965, -0.1741, -9.1728], [-1.3941, -2.0806, -6.8691], [0.8564, -2.2003, -6.3785], [2.3019, -1.1323, -8.2636], [2.3587, -0.3829, -6.6845], [2.2904, 1.3004, -8.4409], [0.8072, 0.6642, -9.1104], [0.7158, -1.2332, 2.3661], [0.3697, -2.5306, 1.2035], [-0.9624, -1.6346, 1.9601], [2.5180, 3.4247, 4.7220], [1.9714, 1.9817, 4.8189], [2.7262, 1.2138, 3.6691], [2.2753, 1.4899, 6.2354], [0.6930, 1.8511, 4.6507], [-0.3320, 0.7395, 4.0477], [-0.2200, 1.7228, 2.0846], [0.2595, -0.7685, 4.4750], [0.8327, -1.8339, 5.0355], [1.1632, -2.9409, 3.9972], [2.2079, -1.5624, 5.7238], [-0.0688, -2.4906, 6.0978], [-1.9714, 0.8868, 4.1793], [-3.1014, 0.4022, 3.7299], [-3.1052, 0.2532, 2.1676], [-3.3075, -0.9544, 4.4186], [-4.3040, 1.3112, 4.0165], [3.6263, 3.3995, 4.8723], [2.1022, 4.0858, 5.5075], [2.3359, 3.8816, 3.7241], [3.8206, 1.1691, 3.8427], [2.3663, 0.1883, 3.4923], [2.5635, 1.7282, 2.7002], [2.0665, 2.2800, 6.9865], [1.5266, 0.7421, 6.5208], [3.3257, 1.1438, 6.3625], [1.6069, -3.8348, 4.4864], [1.9490, -2.6140, 3.2789], [0.2497, -3.2963, 3.4790], [2.1199, -1.1365, 6.7328], [2.7307, -2.5134, 5.9531], [2.9272, -1.0102, 5.0991], [-0.2952, -1.7873, 6.9254], [-1.0113, -2.8769, 5.6620], [0.4607, -3.3636, 6.5497], [-2.2106, -0.1472, 1.7358], [-3.9435, -0.3917, 1.8338], [-3.2109, 1.2367, 1.6622], [-3.3982, -0.7923, 5.5135], [-4.2334, -1.4511, 4.0565], [-2.4457, -1.6287, 4.2304], [-4.4477, 1.5119, 5.0910], [-4.2106, 2.2807, 3.4735], [-5.2291, 0.8236, 3.6220]], "forces_ev_per_a": [[0.996, -8.498, -9.063], [-0.561, 9.392, -8.035], [-0.309, 0.144, 0.194], [0.361, -0.552, 0.409], [0.092, -0.038, -0.077], [-0.109, -0.001, 0.129], [-0.092, 0.053, -0.050], [0.022, 0.063, 0.194], [-0.371, -0.406, 0.502], [0.056, -0.076, -0.061], [-0.125, 0.145, -0.109], [0.238, -0.228, 0.107], [0.234, -0.097, 0.468], [-0.093, -0.294, 0.032], [-0.003, 0.151, -0.052], [0.028, -0.106, -0.055], [-0.266, 0.076, -0.018], [0.011, 0.225, -0.121], [0.019, 0.021, 0.080], [0.011, -0.160, 0.035], [0.234, 0.296, 0.385], [0.131, -0.134, -0.116], [-0.162, 0.174, 0.144], [-0.002, 0.047, -0.092], [-0.410, 1.439, 14.677], [-0.246, -0.126, 0.200], [0.312, -0.145, 0.070], [-0.018, -0.109, -0.153], [-0.022, 0.122, -0.039], [0.250, 0.092, 0.214], [-0.342, 0.151, 0.047], [0.012, 0.111, -0.162], [0.036, -0.117, -0.039], [-0.151, -1.211, 1.442], [-0.059, 0.016, -0.098], [0.019, 0.050, -0.106], [0.121, -0.121, 0.154], [0.040, 0.034, -0.099], [0.174, 0.080, 0.047], [-0.141, -0.084, 0.147], [0.073, 0.008, -0.090], [-0.017, -0.057, -0.110], [-0.121, 0.113, 0.156], [-0.018, -0.016, -0.089], [-0.177, -0.083, 0.031], [0.135, 0.071, 0.161], [-0.095, 0.045, -0.224], [0.091, 0.027, -0.407], [0.114, -0.045, 0.054], [0.096, 0.585, -0.167], [5.925, -0.010, 0.403], [0.583, 0.018, -0.206], [0.424, 0.072, 0.993], [-6.840, -0.027, -0.428], [0.388, -0.250, 0.134], [0.391, -1.145, -1.779], [-2.567, 4.499, -2.440], [2.562, -3.994, 2.133], [0.125, -0.515, -0.255], [0.490, -0.540, 0.527], [-0.156, -0.272, 0.436], [5.617, 2.274, 2.315], [-3.720, -2.317, -1.946], [-1.419, 0.373, -0.416], [-0.616, -0.589, -0.088], [-0.567, 0.463, -0.239], [-0.885, -0.051, -0.080], [0.073, -0.389, -0.451], [-0.017, -0.298, 0.589], [-0.610, 0.018, 0.010], [0.073, 0.211, 0.372], [0.114, 0.035, 0.632], [0.384, -0.057, -0.609], [0.613, -0.157, -0.248], [-0.826, 0.102, 0.067], [-0.411, 0.686, -0.053], [-0.590, -0.083, 0.278], [0.483, 0.258, 0.094], [-0.096, 0.288, -0.587], [-0.551, 0.179, -0.425], [-0.508, 0.058, 0.334], [0.016, -0.297, -0.522], [0.401, 0.322, 0.198], [-0.359, 0.690, -0.360], [0.692, -0.579, 0.125], [0.319, 0.377, 0.324], [-0.098, -0.418, 0.498], [0.101, -0.139, -0.649], [0.551, 0.234, 0.295], [-0.420, 0.358, 0.090], [0.170, -0.136, -0.406], [0.073, -0.596, 0.500], [0.692, 0.312, 0.393]]}